No. 1
The following is a DFT calculation (wB97M-V/def2-TZVPD) of a cluster of 15 separate species, C78H71N11O34 in total at a distorted geometry.

## Properties
total charge: 0
orbital gap: 7.994 eV

CARTESIAN COORDINATES (ANGSTROEM)
C -5.405 -5.921 1.080
C -6.449 -5.978 -0.088
O -6.557 -4.556 -0.146
C -5.375 -3.927 0.179
O -5.202 -2.710 0.152
O -4.597 -4.840 0.771
H -4.871 -6.846 1.295
H -5.876 -5.824 2.058
H -7.332 -6.420 0.374
H -6.159 -6.430 -1.037
C -1.672 -1.866 -6.273
C -2.536 -2.093 -5.006
O -1.770 -1.379 -4.022
C -0.939 -0.503 -4.666
O -0.431 0.468 -4.103
O -0.838 -0.781 -5.913
H -2.175 -1.543 -7.184
H -1.042 -2.699 -6.584
H -2.500 -3.148 -4.736
H -3.559 -1.720 -5.072
C 2.894 5.431 5.718
C 2.059 4.174 5.588
O 1.304 4.465 4.434
C 1.968 5.309 3.675
O 1.676 5.515 2.517
O 3.015 5.853 4.367
H 3.862 5.174 6.147
H 2.375 6.200 6.290
H 1.364 3.952 6.397
H 2.717 3.316 5.445
C -1.369 -0.142 -0.579
C -0.722 -0.900 0.516
O -0.339 0.120 1.371
C -0.808 1.296 0.955
O -0.668 2.321 1.620
O -1.343 1.202 -0.205
H -2.389 -0.471 -0.776
H -0.824 -0.314 -1.507
H 0.156 -1.468 0.210
H -1.302 -1.604 1.113
C 7.367 2.856 1.328
C 6.094 3.154 0.827
C 5.283 2.137 0.369
C 5.771 0.823 0.301
C 7.065 0.545 0.768
C 7.913 1.545 1.284
N 4.933 -0.298 -0.191
O 5.333 -1.451 -0.236
O 3.811 -0.060 -0.584
H 8.006 3.703 1.530
H 5.772 4.184 0.851
H 4.281 2.277 -0.011
H 7.456 -0.458 0.689
H 8.937 1.249 1.456
C -1.683 -8.581 -1.148
C -1.969 -8.075 -2.452
C -2.164 -6.719 -2.739
C -2.243 -5.790 -1.628
C -2.018 -6.253 -0.352
C -1.727 -7.635 -0.095
N -2.491 -4.357 -1.898
O -1.972 -3.527 -1.156
O -3.218 -4.127 -2.893
H -1.653 -9.650 -0.994
H -2.011 -8.750 -3.294
H -2.214 -6.492 -3.793
H -2.069 -5.614 0.517
H -1.449 -8.005 0.881
C 0.653 0.636 5.668
C 1.575 -0.280 6.168
C 1.986 -0.117 7.470
C 1.511 0.826 8.300
C 0.500 1.679 7.834
C 0.187 1.615 6.482
N 1.984 0.919 9.694
O 1.525 1.787 10.427
O 2.940 0.185 10.033
H 0.351 0.522 4.638
H 2.102 -1.057 5.634
H 2.693 -0.848 7.836
H 0.069 2.423 8.488
H -0.450 2.287 5.927
C -5.192 2.212 0.185
C -5.242 3.555 0.532
C -4.804 4.024 1.774
C -4.096 3.159 2.585
C -4.093 1.789 2.265
C -4.691 1.305 1.132
N -3.156 3.682 3.635
O -2.237 3.020 4.022
O -3.489 4.757 4.133
H -5.621 1.837 -0.732
H -5.747 4.161 -0.205
H -4.773 5.081 1.995
H -3.395 1.125 2.753
H -4.651 0.259 0.868
C 1.853 -3.818 -0.751
C 1.441 -5.135 -1.003
C 1.117 -5.442 -2.303
C 0.985 -4.548 -3.321
C 1.298 -3.200 -2.970
C 1.792 -2.881 -1.682
N 0.564 -4.937 -4.683
O 0.404 -6.153 -4.896
O 0.342 -3.991 -5.438
H 2.191 -3.673 0.265
H 1.401 -5.883 -0.225
H 0.902 -6.485 -2.487
H 1.213 -2.424 -3.716
H 1.986 -1.849 -1.426
C 4.619 -1.650 -3.881
C 4.529 -2.416 -5.003
C 3.733 -1.966 -6.074
C 3.026 -0.732 -5.958
C 3.127 0.014 -4.787
C 3.913 -0.479 -3.717
N 2.172 -0.259 -7.088
O 1.821 -1.110 -7.813
O 1.779 0.903 -7.084
H 5.244 -2.035 -3.088
H 5.213 -3.251 -5.038
H 3.706 -2.515 -7.004
H 2.537 0.888 -4.555
H 3.881 0.055 -2.779
C 2.755 -0.396 2.759
C 3.590 -1.529 2.967
C 4.723 -1.317 3.765
C 5.104 -0.048 4.206
C 4.273 1.043 3.900
C 3.094 0.873 3.242
N 6.375 0.192 4.871
O 7.103 -0.752 5.090
O 6.798 1.345 5.105
H 1.953 -0.479 2.041
H 3.404 -2.470 2.471
H 5.395 -2.162 3.786
H 4.529 2.026 4.267
H 2.384 1.650 3.000
C -1.661 4.705 -0.366
C -2.061 5.041 -1.627
C -1.506 6.132 -2.241
C -0.634 6.936 -1.521
C -0.267 6.596 -0.236
C -0.728 5.425 0.334
N 0.105 7.977 -2.299
O 0.666 8.867 -1.716
O 0.161 7.937 -3.546
H -2.079 3.812 0.074
H -2.671 4.308 -2.134
H -1.655 6.242 -3.305
H 0.385 7.274 0.295
H -0.473 5.179 1.354
C -5.192 -0.440 -2.570
C -4.437 0.652 -2.948
C -4.492 1.136 -4.242
C -5.279 0.443 -5.165
C -6.160 -0.554 -4.757
C -6.142 -1.021 -3.422
N -5.167 0.840 -6.593
O -4.517 1.776 -6.929
O -5.693 0.098 -7.418
H -5.161 -0.698 -1.521
H -3.822 1.060 -2.160
H -3.973 2.064 -4.433
H -6.858 -1.016 -5.440
H -6.822 -1.781 -3.066
C -3.868 -1.482 4.021
C -3.873 -2.457 2.999
C -2.665 -3.049 2.670
C -1.529 -2.768 3.371
C -1.544 -1.816 4.423
C -2.701 -1.224 4.729
N -0.239 -3.507 3.061
O 0.750 -2.970 3.363
O -0.269 -4.523 2.286
H -4.743 -0.916 4.305
H -4.794 -2.658 2.473
H -2.669 -3.866 1.964
H -0.688 -1.512 5.008
H -2.707 -0.477 5.509
C 1.252 3.373 -3.390
C 1.826 4.357 -4.144
C 2.740 5.201 -3.607
C 3.137 5.084 -2.290
C 2.602 3.990 -1.524
C 1.580 3.179 -2.059
N 4.158 6.018 -1.670
O 4.569 6.969 -2.312
O 4.624 5.714 -0.613
H 0.457 2.778 -3.813
H 1.512 4.451 -5.173
H 3.082 5.961 -4.294
H 2.848 3.825 -0.485
H 1.098 2.443 -1.433



No. 2
The following is a DFT calculation (wB97M-V/def2-TZVPD) of a structure of composition C21H34ClIOP3Sc at a distorted geometry.

## Properties
ΔE to the lowest compared entry with this formula, charge and spin: 34.5 kcal/mol
total charge: +2
orbital gap (alpha / beta): 6.538 / 6.505 eV

CARTESIAN COORDINATES (ANGSTROEM)
C 0.416 -2.820 -2.062
C 0.877 -1.439 -1.895
H -0.093 -3.214 -1.133
H 1.355 -3.331 -2.285
H -0.249 -2.896 -2.956
O 0.252 -0.717 -1.061
I 2.102 1.045 -1.792
Sc -1.747 1.100 1.409
P -2.242 1.041 -1.207
C -3.965 1.529 -0.893
C -1.653 2.310 -2.377
H -2.459 2.521 -3.096
H -3.232 0.057 -3.181
H -0.741 1.966 -2.885
H -1.518 -0.408 -3.051
H -3.990 2.424 -0.250
H -1.407 3.220 -1.821
C -2.443 -0.255 -2.483
H -4.408 1.746 -1.875
H -2.724 -1.211 -2.035
H -4.527 0.709 -0.417
P 2.084 -0.453 1.426
C 2.220 -0.820 3.217
C 2.706 -2.078 0.811
H 3.808 0.480 0.039
H 4.564 -0.200 1.530
H 3.634 1.369 1.568
C 3.710 0.367 1.135
H 2.833 -2.057 -0.277
H 3.676 -2.270 1.290
H 3.212 -1.247 3.431
H 1.426 -1.520 3.514
H 2.004 -2.875 1.074
H 2.083 0.124 3.758
Cl 1.753 -0.938 -3.359
C -3.294 -0.303 2.377
P -1.488 -0.091 3.433
C -1.290 1.911 3.381
C -2.114 2.818 2.598
C -1.896 4.229 2.724
C -0.879 4.696 3.543
C -0.045 3.803 4.230
C -0.217 2.436 4.133
C -1.804 -0.436 5.186
C -1.204 -1.557 5.801
C -1.637 -1.993 7.057
C -2.700 -1.344 7.715
C -3.327 -0.248 7.087
C -2.873 0.213 5.835
H -4.159 0.006 2.990
H -3.576 0.131 1.390
H -3.297 -1.406 2.234
H -3.042 2.396 2.084
H -2.586 4.955 2.281
H -0.761 5.768 3.732
H 0.708 4.192 4.914
H 0.399 1.725 4.688
H -0.421 -2.059 5.233
H -1.107 -2.795 7.572
H -2.988 -1.631 8.737
H -4.132 0.269 7.614
H -3.330 1.059 5.317



No. 3
The following is a DFT calculation (wB97M-V/def2-TZVPD) of the molecule C6H3FS at a distorted geometry.

## Properties
ΔE to the lowest compared entry with this formula, charge and spin: 0.0 kcal/mol
total charge: 0
orbital gap: 8.403 eV
SMILES: Fc1cccc2c1S2

CARTESIAN COORDINATES (ANGSTROEM)
F -1.311 2.534 -0.068
C -0.818 1.238 -0.114
C 0.597 1.061 -0.068
C 1.269 -0.182 -0.013
C 0.487 -1.390 0.013
C -0.828 -1.278 0.024
C -1.498 0.134 0.132
S -2.568 -1.302 0.014
H 1.136 1.986 -0.116
H 2.374 -0.481 0.097
H 1.160 -2.320 0.099